Entry from the OMol25 dataset: a gas-phase ion, C5H13NO (charge +1) at a distorted geometry (the ωB97M-V functional and the def2-TZVPD basis).

```
20
Properties=species:S:1:pos:R:3:nbo_charge:R:1
C 1.79 0.45 -0.86 -0.2928
N 0.37 0.62 -0.58 -0.0882
C 0.03 0.48 0.85 -0.3055
C -1.41 0.25 1.28 0.0590
C -2.26 -0.44 0.17 -0.6392
O -2.07 1.45 1.75 -0.6636
C 2.30 -0.96 -0.99 -0.6366
H 2.44 1.15 -0.34 0.2571
H 1.77 0.82 -1.93 0.2574
H -0.22 0.07 -1.20 0.4086
H 0.65 -0.40 1.05 0.2710
H 0.35 1.43 1.30 0.2813
H -1.41 -0.46 2.11 0.2231
H -1.88 -1.49 0.15 0.2243
H -3.35 -0.51 0.30 0.2746
H -1.98 -0.04 -0.80 0.1682
H -2.23 1.88 0.91 0.4594
H 1.46 -1.53 -1.44 0.2157
H 2.48 -1.60 -0.10 0.2478
H 3.18 -1.14 -1.62 0.2784
```

Output
Charge: +1
⟨S²⟩: 0.754
E in hartree: -327.9395
Multiplicity: 2